Molecular formula: C6H7N
Method: DFT, ωB97M-V with the def2-TZVPD basis set

frontier orbital gap	9.324	eV
energy	-7820.5586	eV

Geometry as ORCA input:
```
! RIJCOSX wB97M-V def2-TZVPD def2/J DEFGRID3
* xyz 0 1
C 2.005 -0.316 0.391
C 0.129 1.475 0.086
C 1.089 -1.280 0.108
C -0.771 0.301 -0.175
C 1.274 0.650 -0.517
C -2.153 -0.141 0.013
N 0.333 -0.429 -0.792
H 2.728 -0.344 1.182
H 0.184 2.298 0.663
H 0.842 -2.314 0.416
H 1.778 1.084 -1.372
H -2.705 0.392 0.623
H -2.272 -1.108 0.343
H -2.460 -0.269 -0.970
*
```

Here are the natural (NBO) charges for atoms 1 to 8, given in e: atom 1 (C): -0.26, atom 2 (C): -0.29, atom 3 (C): -0.03, atom 4 (C): 0.24, atom 5 (C): -0.09, atom 6 (C): -0.67, atom 7 (N): -0.43, atom 8 (H): 0.22

=====

Molecular formula: C4H3NO3
Method: DFT, ωB97M-V with the def2-TZVPD basis set

frontier orbital gap	9.929	eV
energy	-11828.4852	eV

Geometry as ORCA input:
```
! RIJCOSX wB97M-V def2-TZVPD def2/J DEFGRID3
* xyz 0 1
C -1.097 1.228 -0.263
C 0.255 0.578 -0.230
O 1.208 0.901 -0.892
C 0.490 -0.393 1.071
O 0.199 -0.017 2.162
N 0.919 -1.634 0.723
C 1.034 -2.081 -0.403
O 1.266 -2.729 -1.332
H -0.985 2.290 -0.462
H -1.668 0.770 -1.052
H -1.619 1.086 0.678
*
```

Here are the natural (NBO) charges for atoms 1 to 8, given in e: atom 1 (C): -0.73, atom 2 (C): 0.50, atom 3 (O): -0.50, atom 4 (C): 0.60, atom 5 (O): -0.50, atom 6 (N): -0.60, atom 7 (C): 0.91, atom 8 (O): -0.43

=====

Q: Among the records above, which one has the highest frontier orbital gap?
A: C4H3NO3

=====

Q: Which of these has the highest frontier orbital gap?
A: C4H3NO3

=====

Q: What is the formula in the second record?
A: C4H3NO3

=====

Please write out number 1 again, unchanged.
Molecular formula: C6H7N
Method: DFT, ωB97M-V with the def2-TZVPD basis set

frontier orbital gap	9.324	eV
energy	-7820.5586	eV

Geometry as ORCA input:
```
! RIJCOSX wB97M-V def2-TZVPD def2/J DEFGRID3
* xyz 0 1
C 2.005 -0.316 0.391
C 0.129 1.475 0.086
C 1.089 -1.280 0.108
C -0.771 0.301 -0.175
C 1.274 0.650 -0.517
C -2.153 -0.141 0.013
N 0.333 -0.429 -0.792
H 2.728 -0.344 1.182
H 0.184 2.298 0.663
H 0.842 -2.314 0.416
H 1.778 1.084 -1.372
H -2.705 0.392 0.623
H -2.272 -1.108 0.343
H -2.460 -0.269 -0.970
*
```

Here are the natural (NBO) charges for atoms 1 to 8, given in e: atom 1 (C): -0.26, atom 2 (C): -0.29, atom 3 (C): -0.03, atom 4 (C): 0.24, atom 5 (C): -0.09, atom 6 (C): -0.67, atom 7 (N): -0.43, atom 8 (H): 0.22